Formula: C42H50AsN7S6Yb
Source: the Open Molecules 2025 dataset
Level of theory: ωB97M-V/def2-TZVPD

The geometry in XYZ format:
```
107
Properties=species:S:1:pos:R:3:forces:R:3:lowdin_spin:R:1
Yb 0.845317 -1.439906 -1.141981 0.121 -0.873 0.717 0.002
C 3.714861 2.157898 0.236258 0.623 0.862 -1.640 0.000
C 4.307999 1.640867 1.530477 0.672 -1.563 -0.269 0.000
S 3.692569 -0.103701 1.644203 -0.298 0.568 2.580 0.002
C 5.011266 -1.248781 1.386106 0.716 -1.835 0.676 0.000
C 4.534386 -2.517920 0.582639 1.493 0.005 1.327 0.000
S 3.754120 -2.315404 -0.978746 -0.356 0.134 -0.592 0.000
C 4.891813 -1.215270 -1.869619 -0.601 -1.348 -1.057 0.000
C 4.802181 0.278931 -1.639995 0.094 0.686 0.938 0.000
S 3.238293 0.809952 -0.857887 -0.779 1.003 -2.206 0.000
H 2.806394 2.698987 0.476027 -0.249 0.119 -0.338 0.000
H 4.357140 2.834558 -0.413921 -0.616 -0.615 1.230 0.000
H 5.411788 1.721348 1.577394 -0.657 -0.264 0.069 0.000
H 3.865290 2.113609 2.388408 0.088 0.365 0.337 0.000
H 5.952301 -0.845179 0.977189 -0.585 0.113 0.025 0.000
H 5.236968 -1.633569 2.418540 0.253 0.220 -1.099 0.000
H 5.401864 -3.203500 0.469813 -0.279 0.554 -0.081 0.000
H 3.864823 -3.110877 1.195015 -0.456 0.074 0.145 0.000
H 5.895511 -1.616788 -1.710601 -0.049 0.151 -0.082 0.000
H 4.588339 -1.504744 -2.918842 0.585 0.639 0.886 0.000
H 5.661393 0.709886 -1.081184 -0.582 -0.487 -0.121 0.000
H 4.797733 0.762515 -2.586940 0.256 0.384 -0.824 0.000
N 0.819014 -2.240767 2.761011 0.126 1.103 0.257 0.002
C 0.714149 -3.304675 1.954424 0.072 -0.428 -1.451 0.000
N 0.390541 -3.227142 0.643788 -0.018 0.239 1.592 0.000
C 0.128813 -4.512151 0.151717 0.730 -0.603 0.783 0.000
C 0.435591 -5.504999 1.053343 -0.834 -0.804 -1.487 0.000
S 1.019916 -4.898504 2.574947 -0.795 0.220 -1.012 0.000
C -0.388000 -4.685121 -1.236722 0.237 -1.417 -0.538 0.000
C -0.905502 -5.867356 -1.761932 0.498 0.807 1.315 0.000
S -1.384906 -5.660110 -3.394760 0.518 1.380 -0.054 0.000
C -0.828114 -3.966914 -3.322319 -0.514 -0.309 1.131 0.000
N -0.261566 -3.627243 -2.152246 -0.971 -0.399 -0.617 0.000
N -1.154302 -3.043874 -4.274431 0.482 -0.256 0.130 0.000
H 0.599912 -1.322396 2.367988 0.301 -0.628 0.484 0.009
H 1.088905 -2.319588 3.744537 -0.199 0.046 -0.852 0.000
H 0.231986 -6.578854 0.844347 0.557 0.991 0.523 0.000
H -1.027207 -6.853145 -1.264979 0.097 1.030 -0.448 0.000
H -1.682864 -3.248575 -5.114909 0.298 -0.145 0.439 0.000
H -0.961121 -2.080007 -4.049531 -0.069 -0.097 -0.121 0.000
N 1.445820 -0.805936 -3.273159 1.222 0.069 -3.874 0.000
C 1.822929 -0.701161 -4.388718 -1.438 0.171 3.701 0.000
C 2.297038 -0.426805 -5.677549 -0.198 0.332 -0.930 0.000
C 1.824473 -1.162217 -6.781179 0.518 0.567 0.120 0.000
C 2.471877 -0.960263 -7.976191 0.254 -0.209 -0.873 0.000
C 3.451436 0.022051 -8.095582 0.657 0.172 -1.002 0.000
C 3.783090 0.885203 -7.062935 0.905 0.005 0.593 0.000
C 3.214757 0.628238 -5.826753 0.077 -0.286 0.485 0.000
H 0.965669 -1.798956 -6.721917 -0.028 -0.576 0.269 0.000
H 2.297660 -1.593215 -8.857415 -0.277 0.365 0.531 0.000
H 3.997355 0.096706 -9.050168 -0.400 0.041 0.525 0.000
H 4.624725 1.615667 -7.126690 -1.077 -0.553 -0.215 0.000
H 3.499441 1.174905 -4.929280 0.029 0.013 -0.261 0.000
C -3.629595 5.073700 2.073175 0.231 0.012 0.067 0.055
C -2.248121 5.173938 2.088037 0.759 -0.675 0.519 0.000
C -1.479689 4.029271 2.319480 0.664 0.191 0.208 0.042
C -2.096178 2.783446 2.556592 0.582 1.010 -1.048 0.080
C -3.486947 2.690107 2.404674 0.516 0.184 0.343 0.030
C -4.244170 3.830125 2.211774 0.104 0.027 -0.079 0.008
As -0.925021 1.330167 2.985128 -2.023 0.501 2.508 0.348
C -2.239784 0.050068 3.769863 -0.040 -0.987 -1.068 0.076
C -2.813639 0.277600 5.015223 0.743 0.872 0.460 0.019
C -3.471618 -0.748555 5.710569 0.185 0.698 -0.033 0.005
C -3.806965 -1.905040 5.041176 0.682 -0.015 0.087 0.004
C -3.412023 -2.030262 3.708034 -0.965 -1.340 -0.680 0.000
C -2.592229 -1.130297 3.076204 0.749 0.956 -1.016 0.005
C -0.108228 1.920620 4.689541 -1.040 0.377 -1.188 0.098
C -0.181693 3.232140 5.203998 0.288 -0.813 -0.256 0.048
C 0.560422 3.574845 6.317446 0.467 -0.729 -0.118 0.009
C 1.419202 2.614805 6.889129 -0.573 -0.338 -0.564 0.092
C 1.420665 1.293438 6.367695 1.228 0.012 2.346 0.004
C 0.593175 0.933746 5.350203 1.131 -0.177 -0.890 0.041
H -4.209787 5.977948 2.001331 -0.243 0.059 -0.168 0.003
H -1.724452 6.117141 2.035275 -0.210 0.157 -0.199 -0.001
H -0.369962 4.120200 2.418550 -1.036 -0.019 -0.270 0.000
H -3.941801 1.747950 2.577598 -0.560 -0.707 -0.028 0.001
H -5.320603 3.770651 2.190728 -0.118 -0.094 0.025 0.000
H -2.710944 1.293060 5.429565 0.166 -0.757 0.290 0.000
H -3.652851 -0.624958 6.778334 -0.355 0.100 -0.367 0.001
H -4.276923 -2.716764 5.587299 -0.165 0.089 -0.322 0.000
H -3.797829 -2.871610 3.113035 0.369 0.227 0.437 0.000
H -2.278402 -1.275353 1.995258 -0.299 0.016 1.490 0.001
H -0.866733 3.894878 4.732387 -0.173 0.742 -0.160 0.001
H 0.536503 4.582140 6.685096 -0.132 0.235 0.288 0.000
H 2.036704 2.886209 7.745345 -0.060 -0.163 -0.315 0.004
H 2.098438 0.542492 6.849684 -0.804 0.747 -0.516 -0.001
H 0.659743 -0.048711 4.912254 -0.098 -0.321 0.147 0.000
C -3.769298 2.917961 -2.203345 1.177 0.141 -0.722 0.000
N -2.661791 1.945203 -2.488450 -0.138 -0.902 0.303 0.001
C -1.411801 2.458041 -3.121880 -0.392 -0.354 0.210 0.000
C -2.712469 0.666746 -1.945388 -2.463 1.073 -0.836 0.001
S -1.398397 0.075492 -1.046607 -0.004 -0.125 0.245 0.007
N -3.932623 0.002519 -2.009988 1.428 0.451 0.161 0.002
C -4.176800 -1.171141 -1.144994 1.019 0.519 0.332 0.000
C -4.956540 0.177837 -3.087981 1.072 -0.027 0.186 0.000
H -3.334527 3.834949 -1.758204 -0.115 -0.540 -0.185 0.000
H -4.511509 2.514588 -1.540008 -0.046 -0.414 0.385 0.000
H -4.278023 3.198109 -3.118629 -0.033 0.137 -0.229 0.000
H -0.971525 3.268768 -2.543676 -0.122 0.104 0.119 0.000
H -1.610445 2.825455 -4.145811 -0.114 -0.213 0.510 0.000
H -0.661071 1.654352 -3.167359 -0.447 0.237 -0.010 0.000
H -3.623471 -1.029315 -0.180923 -0.846 -0.090 -0.747 0.000
H -3.760192 -2.066122 -1.601200 -0.020 -0.177 -0.139 0.000
H -5.248421 -1.299141 -1.022870 0.014 0.092 0.185 0.000
H -4.677497 0.981973 -3.748744 0.061 0.427 0.054 0.000
H -5.936517 0.355599 -2.659861 -0.063 0.009 0.076 0.000
H -4.969616 -0.706715 -3.732853 -0.092 -0.156 0.404 0.000
```
Forces are in eV/Å.

Properties
lowest unoccupied orbital energy (spin up / spin down): -6.38 / -10.77 eV
2S+1: 2
relative energy (zero: lowest compared OMol25 entry of this formula, charge and spin): 4.070 eV
charge: +3
gap between HOMO and LUMO (spin up / spin down): 7.204 / 2.809 eV
expectation value of S²: 0.7649